Below is a 2-piece molecular cluster, CH4OS3 overall at a distorted geometry, with properties calculated with ωB97M-V/def2-TZVPD.

CARTESIAN COORDINATES (ANGSTROEM)
C  -0.05  -1.23  -0.44
O  -0.48  1.00  1.95
S  -1.01  3.68  1.30
S  1.18  -0.65  -1.70
S  -0.04  2.35  2.30
H  0.55  -2.15  -0.02
H  -1.08  -1.46  -0.81
H  0.05  -0.54  0.38
H  0.87  -1.00  -2.96

Summary:
- LUMO: -2.169 eV
- Total charge: 0
- Orbital gap: 6.6 eV
- Molecular weight: 128.24 g/mol
- Energy above the lowest of the compared OMol25 structures with the same formula, charge and spin: 24.0 kcal per mole
- E: -35653.46250 eV
- E_HOMO: -8.75 eV

---

Below is an isolated molecule of CH4OS3 at a distorted geometry, with properties calculated with ωB97M-V/def2-TZVPD.

CARTESIAN COORDINATES (ANGSTROEM)
C  -0.91  -0.68  0.93
O  0.36  2.03  -0.91
S  2.21  0.11  0.14
S  -0.82  -0.74  -0.84
S  0.81  0.66  -0.95
H  -0.04  -1.14  1.52
H  -1.80  -1.13  1.08
H  -0.96  0.44  1.32
H  1.15  0.45  -2.30

Summary:
- LUMO: -0.237 eV
- SMILES: CS[S@@H](=O)=S
- Total charge: 0
- Orbital gap: 9.2 eV
- Molecular weight: 128.24 g/mol
- Energy above the lowest of the compared OMol25 structures with the same formula, charge and spin: 33.7 kcal per mole
- E: -35653.03885 eV
- E_HOMO: -9.46 eV

---

Below is an isolated molecule of CH4P2S3 at a distorted geometry, with properties calculated with ωB97M-V/def2-TZVPD.

CARTESIAN COORDINATES (ANGSTROEM)
C  -0.79  1.63  -0.30
P  -1.26  -1.48  0.24
P  1.24  -1.01  -0.46
S  -1.09  -2.79  1.63
S  2.51  -2.03  0.62
S  0.00  0.53  0.92
H  -1.58  1.00  -0.75
H  -0.06  1.71  -1.13
H  -1.11  2.55  0.41
H  2.13  -0.11  -1.18

Summary:
- LUMO (spin up / spin down): -1.376 / -1.377 eV
- Total charge: 0
- Orbital gap (spin up / spin down): 6.7 / 6.7 eV
- Molecular weight: 174.19 g/mol
- Energy above the lowest of the compared OMol25 structures with the same formula, charge and spin: 49.2 kcal per mole
- E: -52184.01249 eV
- E_HOMO (spin up / spin down): -8.13 / -8.13 eV

---

Below is an isolated molecule of CH4S at a distorted geometry, with properties calculated with ωB97M-V/def2-TZVPD.

CARTESIAN COORDINATES (ANGSTROEM)
C  0.62  0.23  -0.11
S  -1.60  0.00  -0.10
H  0.81  1.01  0.55
H  0.72  0.66  -1.13
H  0.87  -0.69  0.26
H  -1.42  -1.20  0.53

Summary:
- LUMO: 0.372 eV
- SMILES: CS
- Total charge: 0
- Orbital gap: 9.5 eV
- Molecular weight: 48.11 g/mol
- Energy above the lowest of the compared OMol25 structures with the same formula, charge and spin: 29.6 kcal per mole
- E: -11935.60646 eV
- E_HOMO: -9.11 eV

---

Below is a 2-piece molecular cluster, CH5BrN overall at a distorted geometry, with properties calculated with ωB97M-V/def2-TZVPD.

CARTESIAN COORDINATES (ANGSTROEM)
C  -1.18  0.95  -0.10
N  1.26  -0.57  0.13
Br  -2.72  0.03  0.08
H  -0.64  0.89  0.73
H  -0.73  0.97  -1.16
H  0.85  -1.30  0.76
H  0.96  -0.78  -0.82
H  2.20  -0.20  0.39

Summary:
- LUMO (spin up / spin down): -8.040 / -8.039 eV
- Total charge: +1
- Orbital gap (spin up / spin down): 6.7 / 6.7 eV
- Molecular weight: 110.96 g/mol
- Energy above the lowest of the compared OMol25 structures with the same formula, charge and spin: 66.1 kcal per mole
- E: -72640.06381 eV
- E_HOMO (spin up / spin down): -14.72 / -14.72 eV

---

Below is CH5CaO2 as an isolated structure at a distorted geometry, with properties calculated with ωB97M-V/def2-TZVPD.

CARTESIAN COORDINATES (ANGSTROEM)
O  -0.77  1.78  5.19
Ca  -0.90  3.65  5.79
H  -0.08  1.16  4.74
C  -0.86  -1.20  5.01
H  -0.83  -1.13  6.11
H  -1.77  -0.96  4.44
H  -0.77  -2.28  4.82
O  0.37  -0.56  4.37
H  1.13  -0.76  4.93

Summary:
- LUMO (spin up / spin down): 0.373 / 0.233 eV
- Expectation value of S²: 0.7502
- Total charge: 0
- Orbital gap (spin up / spin down): 5.4 / 9.8 eV
- Spin multiplicity: 2
- Molecular weight: 89.13 g/mol
- Energy above the lowest of the compared OMol25 structures with the same formula, charge and spin: 7.1 kcal per mole
- E: -23649.95216 eV
- E_HOMO (spin up / spin down): -5.03 / -9.56 eV

---

Q: What is the formula in the third record?
A: CH4P2S3